1.
{
  "formula": "C31H24F5N5NaO6PTe",
  "method": "ωB97M-V/def2-TZVPD",
  "e_homo_ev": -3.0,
  "energy_ev": -86863.2927,
  "total_charge": -2,
  "orbital_gap_ev": 6.41,
  "symbols": ["C", "C", "O", "H", "C", "C", "N", "H", "C", "C", "C", "C", "N", "C", "H", "F", "Te", "H", "H", "C", "O", "H", "N", "C", "H", "C", "P", "C", "C", "H", "H", "C", "H", "C", "N", "F", "C", "C", "H", "H", "H", "C", "H", "Na", "C", "H", "C", "O", "C", "H", "C", "H", "C", "H", "F", "O", "C", "H", "N", "H", "F", "F", "C", "H", "H", "O", "C", "C", "C", "H", "C", "C", "O", "H"],
  "coordinates": [[-5.44326, -0.28913, -2.38136], [-4.33043, 0.38355, -1.89330], [1.67221, -1.70174, 1.91761], [-2.53874, -2.65909, 2.89929], [-2.49559, 3.26328, -2.69204], [4.02171, 0.24278, 2.40165], [1.42985, -2.06562, -1.01381], [-0.05444, 3.30827, -5.66520], [4.84875, -1.49738, 3.63292], [-2.89249, -1.16076, -3.04593], [-1.66675, 4.32142, -4.68139], [-0.22342, 3.07683, 1.26500], [-1.82495, -1.49791, -0.10053], [-0.75125, 3.29392, -4.83571], [-3.87167, -2.68622, -4.17901], [2.26459, -0.74202, 5.32050], [1.39422, -1.11806, 3.65261], [5.40451, 1.38243, 1.20751], [-6.14961, -1.91854, -3.58224], [6.36244, -0.21328, 2.27973], [8.54118, -0.88062, 1.64464], [-3.24902, 5.11559, -3.45650], [-1.01090, -2.86822, 1.42988], [-1.60063, 1.64827, -0.11070], [0.73369, 3.54347, 1.44846], [2.74758, 0.98026, 2.09658], [-1.54111, 0.78637, -1.70534], [-2.21480, -2.43254, 1.90027], [-4.00385, -1.82183, -3.53964], [-6.43608, 0.05173, -2.11504], [-3.65985, -1.09741, 0.92854], [6.13140, -1.26096, 3.15921], [0.01287, 1.44552, -4.02170], [1.58780, -4.24647, -1.56065], [0.41425, -4.02306, -0.88677], [-0.08439, -2.32966, 3.98462], [-5.28133, -1.39205, -3.20490], [-1.58472, 2.21913, -2.84955], [4.60082, -2.30050, 4.31572], [-0.24814, -3.12541, 2.05127], [1.88720, -5.22097, -1.90242], [-0.71002, 2.24598, -3.92505], [-1.89119, -1.50658, -3.27135], [0.81880, -0.13501, 0.73125], [5.26455, 0.55234, 1.88512], [-4.46852, 1.25401, -1.26634], [-1.24048, 3.13821, 2.20429], [2.55464, 1.49930, 1.00195], [2.18869, -3.02573, -1.62453], [-3.21702, 2.50166, 2.73141], [7.78085, 0.10262, 1.76269], [6.96004, -1.89402, 3.44834], [0.36226, -2.69731, -0.57930], [-1.69303, 5.13828, -5.39228], [2.22056, -2.80821, 4.18898], [-0.25051, 0.08798, -1.97429], [-2.62268, 1.73676, 0.82476], [3.14320, -2.78535, -2.06249], [3.82507, -0.74428, 3.26180], [-3.15752, 3.27863, -1.83312], [0.18168, -0.07259, 4.71298], [-0.36344, -0.25142, 2.41533], [-2.43795, 2.47817, 1.98035], [-1.08226, 3.66817, 3.13436], [-3.54413, 1.18902, 0.68304], [8.01433, 1.31158, 1.56187], [-0.40868, 2.34040, 0.10927], [-0.80022, -2.25693, 0.23626], [-2.54169, 4.30788, -3.60006], [0.39139, 2.25458, -0.61743], [-2.71905, -1.62321, 0.93012], [-3.05262, -0.05232, -2.22013], [1.87892, 0.94932, 3.06989], [-0.28164, -4.69529, -0.61996]],
  "lowdin_charge": [-0.092, -0.085, -0.567, 0.113, -0.079, -0.181, 0.128, 0.097, -0.092, -0.072, -0.107, -0.051, 0.109, -0.092, 0.097, -0.410, 1.956, 0.125, 0.093, -0.104, -0.071, 0.095, 0.108, -0.269, 0.112, -0.568, 0.779, -0.089, -0.085, 0.096, 0.088, 0.002, 0.106, -0.106, 0.100, -0.429, -0.104, -0.248, 0.108, 0.128, 0.093, -0.064, 0.111, 0.232, 0.068, 0.090, -0.058, 0.061, -0.130, 0.102, -0.711, 0.107, -0.275, 0.092, -0.453, -0.311, -0.087, 0.099, 0.007, 0.101, -0.421, -0.467, -0.070, 0.107, 0.080, -0.064, -0.091, -0.292, -0.095, 0.117, -0.142, -0.274, -0.148, 0.149]
}

=====

2.
{
  "formula": "C22H66N6O10",
  "method": "ωB97M-V/def2-TZVPD",
  "e_homo_ev": -9.1,
  "energy_ev": -53298.9625,
  "smiles": "COC[C@H](C)N.COC[C@H](C)N.NC(N)=O.NC(N)=O.CCO.CCO.CCO.CCO.CCO.CCO",
  "orbital_gap_ev": 9.35,
  "symbols": ["H", "C", "H", "H", "C", "C", "H", "H", "H", "H", "H", "C", "H", "C", "H", "H", "H", "O", "C", "H", "H", "H", "C", "H", "H", "O", "C", "O", "H", "H", "H", "H", "H", "N", "H", "N", "H", "C", "H", "O", "H", "H", "C", "C", "H", "H", "H", "H", "H", "C", "C", "H", "H", "C", "H", "H", "H", "H", "O", "H", "O", "C", "O", "H", "H", "N", "O", "H", "H", "O", "N", "N", "H", "H", "N", "H", "H", "H", "H", "H", "H", "H", "C", "H", "C", "O", "H", "H", "H", "H", "C", "C", "H", "H", "H", "H", "H", "C", "C", "C", "H", "H", "H", "H"],
  "coordinates": [[2.99853, 0.85822, 3.41984], [3.66769, 0.14900, -2.07658], [3.22076, -5.68961, 2.45760], [-0.55328, -0.77879, -4.17578], [-1.58089, -1.14415, -4.26022], [2.67090, 2.74428, 2.45462], [-4.78550, -4.78451, -2.09963], [1.57960, -3.88895, 4.10108], [2.63525, 5.82223, -1.03173], [-2.43439, 1.79944, -4.04537], [3.14322, 2.84398, 0.57335], [1.04140, 4.36388, -1.28793], [-2.53464, 4.01723, -4.86053], [1.75317, -4.53973, 3.24754], [1.29805, 1.26966, 3.32484], [-2.35621, 3.07917, -2.79313], [2.90758, -5.99924, 3.92695], [-0.55264, -0.09619, -1.46235], [-2.63670, 3.34289, 0.95277], [-6.32032, -1.59282, -2.31148], [2.06316, 5.00736, 0.43498], [-1.35739, -2.18898, -4.01363], [3.98071, -0.81674, -0.96832], [-0.86665, 4.38238, -4.40430], [2.42250, 2.20394, 4.43334], [-0.62847, 1.93033, -3.21964], [2.28961, 1.68599, 3.48157], [-1.69040, -3.06509, 2.48525], [-6.56699, -3.28414, -2.45272], [-1.12184, 2.72795, -0.25150], [1.52217, 2.55632, -0.47195], [-2.61737, -3.31091, 2.56989], [4.98838, 3.28757, -1.75971], [-1.16855, -1.67502, 0.01123], [0.48738, 2.49858, -1.68634], [0.68301, 2.99069, -0.81171], [0.63128, -3.52073, 1.59061], [-0.45690, -0.56208, -0.32874], [-3.09091, 1.66737, 2.25294], [-2.02405, 0.18550, -6.28764], [-1.81510, -1.08470, 2.80048], [-2.59221, 3.11871, 3.15352], [-1.81432, 2.58906, -3.60556], [-0.14500, 5.30073, -1.15203], [-1.39443, 2.18139, 2.31085], [0.46408, -0.70776, 1.47627], [0.70835, -4.71014, 5.88483], [-1.10032, 0.44303, -6.19330], [-0.82159, -5.26885, 5.31243], [-1.43647, -1.95362, 3.35313], [4.29980, 4.12964, -1.77407], [2.39309, -3.16404, 1.62853], [2.99458, -0.19766, -2.86084], [-2.14530, -1.11237, -5.65097], [-1.46882, -1.82784, 0.96542], [3.53142, 3.36448, 2.72446], [3.09623, -1.33903, -0.57825], [4.57375, 0.64402, -2.43691], [0.72639, -6.34699, 4.49753], [4.64216, -1.57912, -1.38925], [-2.07036, 2.56068, -0.07637], [2.32769, 4.85967, -0.61759], [4.55499, -0.14751, 0.13673], [-0.16605, 5.88892, -0.23349], [0.89517, 0.72201, 0.53895], [0.34783, -0.11320, 0.68070], [-3.87177, -1.71591, -2.14512], [1.33845, 4.10995, -2.31478], [3.87556, 0.46543, 0.44967], [2.98599, 2.09267, 1.21678], [3.08156, -5.18423, 3.33354], [-4.21918, -3.97145, -2.24444], [-1.73043, -1.22590, 5.27232], [-3.22653, -4.09619, -2.13246], [-5.99537, -2.52628, -2.12392], [-1.09157, 4.77326, -1.24899], [-1.66660, -2.10454, -0.75007], [4.95089, 4.97785, -1.53388], [1.82425, -4.73955, 1.16790], [-1.81221, -2.94972, 5.30683], [-0.06528, 5.97605, -2.00913], [0.91461, -6.42943, 2.48852], [-4.62982, -2.67425, -2.16964], [-2.23537, -0.64769, -3.55333], [0.70072, -5.65261, 3.21821], [3.45116, 3.95293, -0.63818], [3.77356, 4.32161, -2.70576], [-3.71047, 3.41552, 0.78165], [-3.18507, -2.14735, 4.62002], [-1.58208, -1.83284, -6.25228], [1.61943, -3.90328, 1.84243], [0.19340, -5.62000, 5.56077], [1.84712, 3.46379, 2.36398], [-2.12297, 4.30407, 1.04911], [-3.21143, -1.31819, -5.70739], [-0.69088, 1.23837, -2.53351], [0.01077, -6.25065, 6.43068], [-2.42482, 2.52990, 2.24235], [-1.53632, 3.58829, -4.73904], [-2.09914, -2.08462, 4.70557], [3.15090, 1.04113, -1.69025], [-0.36415, -1.80771, 3.50200], [-0.29616, -5.23396, 3.04731], [-1.17655, 3.13968, -5.66017]],
  "lowdin_charge": [0.079, -0.084, 0.066, 0.074, -0.113, -0.299, 0.094, 0.120, 0.131, 0.099, 0.048, -0.381, 0.075, -0.415, 0.056, 0.100, 0.064, 0.018, -0.306, 0.103, 0.123, 0.076, -0.329, 0.059, 0.076, -0.126, -0.073, -0.117, 0.089, 0.021, 0.030, 0.098, 0.092, 0.182, 0.054, 0.065, 0.050, -0.609, 0.064, -0.100, 0.105, 0.066, -0.312, -0.038, 0.052, 0.076, 0.082, 0.070, 0.076, -0.310, -0.058, 0.076, 0.078, -0.296, 0.047, 0.117, 0.099, 0.074, -0.196, 0.111, -0.124, -0.161, -0.084, 0.081, 0.073, 0.202, 0.032, 0.135, 0.034, -0.140, 0.037, 0.152, 0.084, 0.100, 0.142, 0.065, 0.088, 0.091, 0.077, 0.065, 0.081, 0.129, -0.669, 0.049, -0.179, -0.241, 0.096, 0.108, 0.081, 0.102, -0.058, -0.140, 0.105, 0.099, 0.109, 0.020, 0.088, -0.095, -0.072, -0.072, 0.053, 0.111, 0.108, 0.065]
}